(1)
# C23H59N15O9

A cluster of 8 separate species, C23H59N15O9 in total at a distorted geometry (ωB97M-V/def2-TZVPD, the OMol25 dataset).

Computed properties:
**Max |F|**: 2.55 eV/A
**HOMO**: -9.4 eV
**LUMO**: 0.57 eV

Geometry (Å):
C -4.7334 -1.6164 -1.5863
C -4.4780 -2.3807 -0.2865
C -3.5070 -3.5592 -0.3892
C -2.1629 -3.2792 -1.0841
C -0.9517 -3.5323 -0.1871
C 0.3812 -3.2964 -0.9131
C 1.3861 -2.4800 -0.1049
C 2.6850 -2.2050 -0.8654
C 3.4599 -0.9280 -0.4685
C 3.3236 0.3283 -1.3519
C 4.6082 1.1511 -1.2596
O 4.5617 1.6545 0.1018
C 3.2659 1.9263 0.3716
O 2.9465 2.5071 1.4129
C 2.4150 1.4380 -0.7771
C 0.9597 1.1967 -0.3856
C 0.1652 0.3630 -1.3835
C -0.1907 1.1207 -2.6618
N -0.5268 0.2339 -3.7996
H -5.4948 -2.1097 -2.1876
H -3.8419 -1.4892 -2.1999
H -5.1002 -0.6101 -1.3747
H -4.1701 -1.6979 0.5107
H -5.4473 -2.7797 0.0273
H -4.0169 -4.4003 -0.8675
H -3.2808 -3.8962 0.6283
H -2.0712 -3.9360 -1.9550
H -2.1227 -2.2469 -1.4326
H -0.9803 -4.5564 0.1654
H -1.0095 -2.8626 0.6790
H 0.8351 -4.2733 -1.1036
H 0.2005 -2.8387 -1.8908
H 1.6150 -3.0633 0.7915
H 0.9380 -1.5373 0.2166
H 2.4840 -2.1899 -1.9402
H 3.3738 -3.0301 -0.6790
H 4.5205 -1.1878 -0.4620
H 3.2067 -0.6728 0.5634
H 3.1306 0.0776 -2.3970
H 5.5398 0.6279 -1.4484
H 4.5446 2.0214 -1.9187
H 2.4380 2.2717 -1.4903
H 0.4707 2.1743 -0.3195
H 0.9053 0.7868 0.6253
H 0.7152 -0.5378 -1.6635
H -0.7545 0.0227 -0.8984
H 0.6410 1.7466 -2.9829
H -1.0897 1.7002 -2.5035
H 0.3088 -0.2465 -4.1110
H -1.1350 -0.5035 -3.4591
C -3.7897 2.7733 -3.8672
O -2.8197 3.1629 -3.2238
N -3.6788 1.6921 -4.6911
N -5.0097 3.3714 -3.8012
H -4.4394 1.3311 -5.2326
H -2.7756 1.2487 -4.7437
H -5.1215 4.1285 -3.1542
H -5.8095 3.0405 -4.3033
C 4.6531 2.4389 4.8988
O 3.7150 1.6882 5.1114
N 5.6683 2.5989 5.8084
N 4.7726 3.1678 3.7479
H 6.4598 3.1939 5.6630
H 5.6046 2.0667 6.6554
H 4.0541 3.0645 3.0444
H 5.5487 3.7772 3.5799
C -1.2897 -7.3154 -0.8633
O -0.3235 -6.6463 -0.5386
N -1.4867 -7.7385 -2.1509
N -2.2561 -7.6840 0.0327
H -2.2767 -8.2810 -2.4404
H -0.7968 -7.4775 -2.8280
H -2.1422 -7.3787 0.9798
H -3.0637 -8.2218 -0.2137
C -8.7300 -1.0992 -1.4701
O -8.0539 -2.0983 -1.3074
N -8.2872 0.1476 -1.1194
N -9.9849 -1.1427 -2.0220
H -8.8246 0.9815 -1.2491
H -7.3636 0.2110 -0.7362
H -10.3328 -2.0412 -2.2930
H -10.5533 -0.3323 -2.1696
C 5.6240 5.3938 -0.7447
O 5.8563 4.9469 -1.8572
N 5.9582 6.6768 -0.3916
N 5.0146 4.6508 0.2239
H 5.7729 7.0674 0.5111
H 6.4078 7.2398 -1.0865
H 4.7427 3.7132 -0.0073
H 4.8012 4.9945 1.1398
C -4.3200 3.9894 0.1718
O -5.2594 3.3639 -0.2965
N -4.3626 4.5031 1.4481
N -3.1768 4.2405 -0.5246
H -3.6104 5.0189 1.8608
H -5.1941 4.3380 1.9784
H -3.0965 3.8612 -1.4624
H -2.4195 4.7779 -0.1499
C 7.3315 -0.3150 8.1900
O 7.8722 0.4540 8.9655
N 8.0391 -1.0683 7.2906
N 5.9722 -0.4791 8.1484
H 7.6121 -1.6980 6.6399
H 9.0350 -0.9671 7.2941
H 5.4257 0.0590 8.7925
H 5.5050 -1.0914 7.5077

(2)
# C23H60N3O25P5S

A cluster of 6 separate species, C23H60N3O25P5S in total at a distorted geometry (ωB97M-V/def2-TZVPD, the OMol25 dataset).

Computed properties:
**Max |F|**: 2.15 eV/A
**HOMO**: -9.1 eV
**LUMO**: 0.24 eV

Geometry (Å):
N 3.0837 3.7256 -2.9457
C 2.9118 2.4939 -3.3924
N 1.8688 2.0883 -4.2568
C 1.4586 0.7852 -3.6213
C 0.3482 1.1038 -2.6353
C -0.6397 -0.0311 -2.4158
C -1.7614 0.4071 -1.4847
C -2.8861 1.0786 -2.2527
S -3.8441 2.0317 -1.1026
O -4.1571 1.2843 0.0659
O -3.1480 3.2657 -0.8978
O -5.1995 2.3961 -1.8464
C 2.7526 0.3297 -2.8761
N 3.6415 1.4688 -3.0324
C 4.7867 1.6897 -2.0433
O 4.4561 1.5256 -0.8776
O 5.8337 2.0068 -2.6171
H 2.9804 4.5222 -3.5431
H 3.2930 3.8803 -1.9737
H 2.1550 1.9914 -5.2177
H 1.1665 0.1358 -4.4319
H -0.1853 1.9629 -3.0260
H 0.7532 1.4207 -1.6800
H -0.1094 -0.8560 -1.9509
H -1.0283 -0.3952 -3.3608
H -2.1492 -0.4035 -0.8885
H -1.3394 1.1318 -0.7961
H -2.5268 1.7886 -2.9842
H -3.5346 0.3375 -2.7078
H -4.9903 2.8279 -2.6855
H 3.2084 -0.5829 -3.2389
H 2.4962 0.1137 -1.8484
C -5.9162 4.2585 -8.5757
O -6.8300 4.1531 -7.4692
P -6.6419 2.9214 -6.5033
O -5.2754 2.6189 -6.0887
O -7.3298 1.6917 -7.2409
C -8.6088 1.8726 -7.8678
O -7.6310 3.3507 -5.3530
C -7.7267 2.5479 -4.1677
H -6.3641 4.9368 -9.2952
H -4.9659 4.6605 -8.2326
H -5.7538 3.2881 -9.0463
H -8.4689 2.1800 -8.9031
H -9.2083 2.6167 -7.3448
H -9.1227 0.9155 -7.8440
H -8.2995 1.6377 -4.3448
H -8.2351 3.1515 -3.4229
H -6.7359 2.2945 -3.8053
C 8.2306 2.5069 1.6625
O 7.3018 2.9667 2.6594
P 7.0137 1.9981 3.8715
O 8.1716 1.3746 4.5051
O 5.9932 0.9226 3.3175
C 4.8929 1.3609 2.4967
O 6.1680 2.9642 4.7911
C 5.7543 2.4362 6.0647
H 8.0682 3.1075 0.7732
H 9.2502 2.6375 2.0199
H 8.0575 1.4585 1.4190
H 5.1904 1.3587 1.4498
H 4.5594 2.3596 2.7778
H 4.0764 0.6577 2.6362
H 4.9462 1.7176 5.9285
H 5.3986 3.2740 6.6565
H 6.5866 1.9561 6.5773
C 9.2345 -0.6276 6.3788
O 9.2362 -1.5238 7.5180
P 8.2647 -1.1523 8.6966
O 6.9076 -0.7523 8.3457
O 9.0163 -0.0238 9.5335
C 10.4127 -0.1726 9.8113
O 8.4011 -2.4692 9.5668
C 7.5919 -2.5510 10.7463
H 10.1487 -0.8067 5.8217
H 8.3769 -0.8308 5.7478
H 9.2062 0.4127 6.6964
H 10.9963 0.2852 9.0135
H 10.6923 -1.2214 9.9090
H 10.6172 0.3423 10.7467
H 7.9891 -1.8967 11.5236
H 7.6270 -3.5809 11.0885
H 6.5611 -2.2772 10.5247
C -6.4838 -0.9831 -5.0869
O -6.8469 -1.9551 -4.0951
P -5.6981 -2.9416 -3.6482
O -4.4032 -2.3332 -3.3591
O -5.6010 -4.0261 -4.8063
C -6.8036 -4.5853 -5.3495
O -6.4316 -3.6655 -2.4583
C -5.6763 -4.6534 -1.7354
H -7.3988 -0.6027 -5.5315
H -5.9330 -0.1641 -4.6281
H -5.8734 -1.4347 -5.8701
H -7.1404 -3.9827 -6.1923
H -7.5939 -4.6381 -4.6011
H -6.5697 -5.5881 -5.6963
H -5.5816 -5.5613 -2.3322
H -6.2254 -4.8728 -0.8256
H -4.6916 -4.2740 -1.4809
C -1.0468 -5.3634 2.7680
O -2.2145 -4.5928 2.4391
P -2.0632 -3.0188 2.4992
O -0.8617 -2.4616 1.8916
O -2.1905 -2.6398 4.0378
C -3.2112 -3.2527 4.8339
O -3.4375 -2.6093 1.8427
C -3.6651 -1.1961 1.6578
H -1.3819 -6.3713 2.9950
H -0.3658 -5.3838 1.9202
H -0.5332 -4.9497 3.6367
H -2.8281 -4.1695 5.2810
H -4.0980 -3.4795 4.2424
H -3.4752 -2.5528 5.6220
H -3.8908 -0.7297 2.6168
H -4.5104 -1.0782 0.9905
H -2.7942 -0.7219 1.2170

(3)
# C23H60N5O4

A cluster of 5 separate species, C23H60N5O4 in total at a distorted geometry (ωB97M-V/def2-TZVPD, the OMol25 dataset).

Computed properties:
**Relative energy (zero: lowest compared OMol25 entry of this formula, charge and spin)**: 0.0 kJ/mol
**Max |F|**: 1.63 eV/A
**Net charge**: -1
**HOMO**: -1.2 eV
**LUMO**: 2.06 eV

Geometry (Å):
C 1.6657 -1.2558 2.9004
C 1.2642 -0.0418 1.9659
C 0.2020 0.9233 2.6246
C -1.0533 1.1140 1.6996
C -2.4028 1.1957 2.4946
C -2.7670 -0.1330 3.2199
C -4.1319 -0.7866 2.7477
N -4.4799 -0.5581 1.3540
H 2.7295 -1.1043 3.1855
H 1.0131 -1.3321 3.7922
H 1.6047 -2.1941 2.3084
H 2.1969 0.5445 1.7520
H 0.8850 -0.4628 1.0126
H 0.6861 1.9261 2.6907
H -0.0534 0.6227 3.6582
H -1.0977 0.3635 0.8829
H -0.9580 2.0983 1.1789
H -3.1685 1.5177 1.7573
H -2.3492 2.0297 3.2383
H -2.8878 0.1208 4.3100
H -1.9165 -0.8601 3.1980
H -4.0212 -1.8967 2.8882
H -4.9454 -0.4019 3.4162
H -4.1068 -1.3209 0.7821
C -2.9903 4.8138 -3.7035
C -2.0895 5.3076 -2.5758
C -0.8672 4.4080 -2.3179
O -1.1548 3.2032 -1.6361
C -1.6896 2.1733 -2.4516
N -2.8991 5.4839 -1.3650
H -3.6299 3.9869 -3.3963
H -3.6511 5.6170 -4.0358
H -2.4014 4.4903 -4.5659
H -1.7074 6.2901 -2.8735
H -0.1799 4.9541 -1.6649
H -0.3186 4.2014 -3.2475
H -1.2681 2.1879 -3.4623
H -2.7772 2.2544 -2.4925
H -1.4523 1.2157 -1.9887
H -2.3250 5.9184 -0.6475
H -3.0927 4.5568 -0.9906
C 7.6587 2.5666 0.7460
C 6.5059 2.1893 -0.1791
C 5.1344 2.1520 0.5191
O 4.9201 1.0173 1.3409
C 5.5220 1.0895 2.6202
N 6.8179 0.9111 -0.8294
H 7.9745 1.7386 1.3806
H 8.5299 2.8638 0.1590
H 7.3891 3.4082 1.3886
H 6.4496 2.9589 -0.9555
H 4.3643 2.0987 -0.2550
H 4.9467 3.0744 1.0835
H 5.5195 2.1087 3.0173
H 6.5424 0.7002 2.5847
H 4.9521 0.4510 3.2957
H 6.1054 0.7169 -1.5278
H 6.6827 0.1787 -0.1362
C -2.2482 -4.8096 3.2947
C -2.7743 -4.6709 4.7195
C -2.4882 -5.8945 5.6105
O -3.3129 -7.0237 5.3568
C -2.9253 -7.8006 4.2397
N -4.2043 -4.3578 4.6636
H -2.8830 -5.4420 2.6734
H -2.2108 -3.8310 2.8127
H -1.2358 -5.2240 3.2864
H -2.2597 -3.8174 5.1722
H -2.6955 -5.6117 6.6465
H -1.4283 -6.1797 5.5697
H -1.8385 -7.8299 4.1192
H -3.3950 -7.4217 3.3296
H -3.2857 -8.8184 4.3962
H -4.5336 -4.1499 5.6027
H -4.6976 -5.2134 4.4191
C 1.8087 -0.5652 -6.6934
C 0.5967 0.1758 -7.2488
C -0.2466 0.8835 -6.1726
O -1.0595 0.0212 -5.3966
C -0.3801 -0.6587 -4.3535
N -0.2102 -0.7598 -8.0409
H 1.5434 -1.5182 -6.2363
H 2.5145 -0.7863 -7.4964
H 2.3326 0.0385 -5.9484
H 0.9735 0.9520 -7.9228
H -0.9417 1.5583 -6.6805
H 0.3783 1.5093 -5.5218
H 0.4096 -0.0451 -3.9107
H 0.0339 -1.6013 -4.7192
H -1.1067 -0.9001 -3.5780
H -0.9534 -0.2418 -8.5021
H -0.7052 -1.3610 -7.3858